Entry 1:
{"formula": "C34H38N4O7Pb", "method": "wB97M-V/def2-TZVPD", "total_charge": 0, "homo_lumo_gap_ev": [6.163, 5.930], "de_lowest_kj_mol": 377.44, "symbols": ["Pb", "O", "C", "C", "N", "C", "C", "O", "O", "C", "C", "O", "O", "H", "H", "H", "H", "H", "H", "H", "H", "H", "C", "O", "C", "N", "C", "C", "C", "C", "C", "C", "C", "C", "C", "C", "C", "C", "N", "C", "N", "C", "C", "O", "C", "C", "C", "C", "C", "C", "H", "H", "H", "H", "H", "H", "H", "H", "H", "H", "H", "H", "H", "H", "H", "H", "H", "H", "H", "C", "C", "C", "C", "C", "H", "H", "H", "H", "H", "H", "H", "H", "H", "H"], "positions_angstrom": [[-2.326, -15.992, 4.575], [-0.399, -17.909, 4.155], [0.901, -17.715, 4.662], [1.387, -16.252, 4.689], [0.359, -15.281, 5.253], [0.585, -13.914, 4.748], [-0.687, -13.384, 4.004], [-0.475, -13.038, 2.799], [-1.863, -13.458, 4.572], [0.252, -15.513, 6.719], [-0.918, -16.538, 7.053], [-0.671, -17.656, 7.447], [-2.094, -16.044, 6.839], [-0.382, -18.184, 3.233], [1.594, -18.274, 4.011], [0.891, -18.179, 5.657], [1.700, -16.052, 3.650], [2.296, -16.377, 5.253], [1.390, -13.889, 4.031], [0.770, -13.245, 5.609], [-0.178, -14.584, 7.191], [1.124, -15.912, 7.214], [-5.328, -18.729, 7.449], [-5.906, -17.555, 6.769], [-5.165, -17.329, 5.631], [-4.117, -18.080, 5.517], [-3.956, -18.876, 6.737], [-3.632, -20.339, 6.450], [-3.634, -21.285, 7.491], [-3.455, -22.665, 7.263], [-3.123, -23.032, 5.969], [-3.089, -22.109, 4.969], [-3.380, -20.749, 5.127], [-5.783, -16.341, 4.727], [-6.818, -15.620, 5.275], [-7.223, -14.453, 4.631], [-6.432, -13.849, 3.670], [-5.350, -14.545, 3.200], [-5.333, -15.963, 3.431], [-4.285, -13.842, 2.495], [-3.244, -14.338, 1.887], [-2.463, -13.265, 1.395], [-3.301, -11.991, 1.592], [-4.394, -12.500, 2.496], [-1.831, -13.585, 0.082], [-1.490, -14.901, -0.211], [-1.371, -15.274, -1.553], [-1.529, -14.288, -2.535], [-1.768, -12.954, -2.229], [-1.784, -12.578, -0.924], [-6.014, -19.582, 7.242], [-5.240, -18.517, 8.520], [-3.157, -18.512, 7.425], [-3.845, -20.915, 8.496], [-3.629, -23.365, 8.018], [-2.938, -24.068, 5.734], [-2.840, -22.520, 3.995], [-3.263, -20.021, 4.373], [-7.263, -16.025, 6.184], [-8.124, -13.952, 5.063], [-6.699, -12.910, 3.200], [-1.497, -13.106, 2.205], [-3.734, -11.537, 0.706], [-2.763, -11.182, 2.147], [-1.222, -15.550, 0.601], [-1.143, -16.293, -1.861], [-1.515, -14.600, -3.579], [-1.899, -12.249, -3.027], [-1.897, -11.552, -0.616], [-3.426, -18.763, 2.079], [-4.815, -18.075, 2.028], [-5.004, -17.963, 0.458], [-5.914, -18.937, 2.617], [-4.621, -16.716, 2.510], [-3.447, -19.767, 1.551], [-3.058, -18.913, 3.078], [-2.615, -18.208, 1.567], [-4.815, -18.965, -0.066], [-4.254, -17.238, 0.097], [-6.053, -17.634, 0.099], [-6.366, -19.556, 1.852], [-6.751, -18.310, 3.013], [-5.552, -19.621, 3.480], [-3.866, -16.189, 1.948]], "atomic_forces_ev_per_a": [[0.24, 0.54, 0.52], [-1.18, 0.35, -0.38], [0.60, -0.39, 0.23], [-1.45, -0.86, -0.62], [1.38, -1.86, -0.51], [-1.32, 0.59, 0.99], [-1.35, -0.65, 0.50], [2.14, 0.28, 2.98], [2.91, -0.31, -1.23], [-2.44, 0.69, 0.32], [0.85, 0.72, -0.39], [0.16, -0.39, 0.34], [-0.33, -0.04, -0.69], [0.08, 0.04, 0.03], [0.05, 0.15, 0.44], [0.13, 0.31, -0.21], [-0.51, 0.70, 0.40], [0.56, 0.79, 0.66], [0.31, 0.05, 0.01], [0.14, -0.14, -0.50], [1.00, -0.67, -0.41], [0.68, 0.28, -0.12], [-0.23, 0.44, -0.98], [0.41, -0.14, 0.10], [-0.12, -1.73, 0.11], [0.10, 1.13, -0.44], [-0.04, -0.71, 0.85], [-0.01, -0.03, -0.65], [-0.41, -0.14, -0.04], [0.07, 2.52, -1.16], [-0.41, -0.73, 0.95], [0.17, 0.62, -1.72], [0.49, -1.36, 2.39], [0.32, -0.78, 0.33], [-0.52, 0.67, -0.69], [-2.21, 0.23, 1.84], [-0.22, -0.69, -0.04], [0.57, 0.14, 0.08], [2.66, -0.24, -1.61], [1.09, -0.97, -0.88], [-1.62, -0.08, 0.90], [0.69, 0.61, -0.02], [-0.03, -0.31, 1.20], [0.58, 0.93, -0.97], [-0.93, 1.29, -0.09], [0.40, 0.29, -1.06], [0.36, 0.84, 0.02], [-0.44, -1.05, -0.59], [0.86, -0.65, -0.64], [-0.70, -0.78, 1.65], [0.50, 0.51, 0.27], [-0.20, 0.00, -0.34], [-0.30, 0.29, -0.78], [0.02, -0.21, -0.13], [0.09, -0.92, 1.14], [0.03, -0.16, -0.04], [0.01, 0.36, -0.17], [-0.22, 0.24, -0.63], [0.01, 0.54, -0.32], [0.92, -0.29, -0.71], [0.38, 0.19, 0.47], [-1.87, -0.21, -1.66], [-0.38, -0.12, -0.28], [-0.46, -0.70, -0.25], [-0.51, -0.54, 0.23], [0.00, 0.18, 0.19], [0.05, 0.12, 0.19], [0.11, 0.31, -0.20], [-0.23, 0.22, -0.09], [0.60, -1.26, -0.81], [0.79, -1.70, -1.26], [-1.19, -0.11, -1.00], [-0.40, -0.43, 2.04], [-1.20, 1.25, 1.99], [-0.13, 0.99, 0.72], [-0.10, 0.00, 0.50], [-0.63, 0.17, -0.05], [-0.19, 1.29, 0.97], [-0.43, -0.29, -0.16], [1.61, -0.29, 0.87], [0.10, -0.28, -0.13], [0.65, -0.41, -0.21], [-0.55, 1.20, -1.38], [-0.47, 0.61, -0.16]]}

Entry 2:
{"formula": "C2H5N3", "method": "wB97M-V/def2-TZVPD", "total_charge": 0, "homo_lumo_gap_ev": 9.441, "de_lowest_kj_mol": 171.39, "symbols": ["C", "C", "N", "N", "N", "H", "H", "H", "H", "H"], "positions_angstrom": [[2.411, 0.173, 0.138], [-0.664, 0.442, -0.424], [3.454, -0.234, 0.460], [-1.374, 0.784, 0.611], [-0.700, -0.795, -0.807], [1.395, 0.405, -0.010], [-1.454, 1.730, 0.900], [-1.766, 0.141, 1.224], [-1.119, -1.592, -0.360], [-0.183, -1.055, -1.731]], "atomic_forces_ev_per_a": [[3.09, -1.51, 1.37], [0.66, 2.00, -1.48], [-1.98, 0.99, -0.86], [0.00, 0.79, 0.36], [1.81, -2.36, -3.24], [-0.84, 0.63, -0.56], [0.30, 0.52, 0.03], [-1.24, -1.54, 1.33], [-0.50, -0.24, 0.42], [-1.29, 0.72, 2.64]]}

Entry 3:
{"formula": "C3H3Cl3", "method": "wB97M-V/def2-TZVPD", "total_charge": 0, "homo_lumo_gap_ev": 10.125, "de_lowest_kj_mol": 48.07, "smiles": "ClCC=C(Cl)Cl", "symbols": ["Cl", "C", "C", "C", "Cl", "Cl", "H", "H", "H"], "positions_angstrom": [[1.232, -1.008, -1.847], [0.224, -1.130, -0.260], [-0.477, 0.169, -0.221], [-0.217, 1.128, 0.666], [-1.159, 2.547, 0.902], [1.169, 0.945, 1.720], [-0.546, -1.891, -0.610], [0.981, -1.156, 0.506], [-1.207, 0.396, -0.856]], "atomic_forces_ev_per_a": [[-0.06, -0.24, 0.49], [-0.75, 0.74, -3.13], [2.26, 0.29, 3.27], [0.71, -0.70, 0.32], [0.26, -0.16, -0.19], [-0.40, 0.46, 0.10], [1.46, 0.33, 1.51], [-0.37, -1.14, 0.34], [-3.09, 0.42, -2.71]]}

Entry 4:
{"formula": "C17H24N5O8SeZr", "method": "wB97M-V/def2-TZVPD", "total_charge": -1, "homo_lumo_gap_ev": 7.183, "de_lowest_kj_mol": 74.56, "symbols": ["Zr", "O", "C", "O", "C", "N", "C", "C", "N", "C", "C", "N", "C", "C", "N", "C", "C", "C", "C", "O", "O", "C", "C", "O", "O", "C", "C", "O", "O", "H", "H", "H", "H", "H", "H", "H", "H", "H", "H", "H", "H", "H", "H", "H", "H", "H", "H", "H", "H", "H", "H", "H", "H", "Se", "C", "N"], "positions_angstrom": [[0.031, -0.642, -0.398], [-3.467, -1.329, 1.875], [-2.390, -0.888, 1.562], [-1.777, -1.139, 0.422], [-1.575, -0.005, 2.485], [-0.654, 0.845, 1.710], [0.488, 1.200, 2.572], [1.647, 1.786, 1.803], [1.984, 0.852, 0.708], [2.723, 1.525, -0.357], [2.859, 0.654, -1.589], [1.583, 0.129, -2.135], [0.892, 1.127, -2.983], [0.136, 2.196, -2.200], [-0.719, 1.677, -1.104], [-0.822, 2.660, -0.014], [-1.385, 2.038, 1.253], [-2.080, 1.423, -1.625], [-2.036, 0.257, -2.588], [-2.771, 0.216, -3.554], [-1.147, -0.610, -2.245], [1.862, -1.100, -2.950], [0.969, -2.328, -2.684], [0.963, -3.202, -3.522], [0.384, -2.359, -1.530], [2.794, -0.253, 1.311], [0.105, -3.595, 3.976], [0.302, -0.687, 5.316], [-0.497, -3.266, 3.084], [-1.006, -0.649, 3.158], [-2.242, 0.588, 3.116], [0.844, 0.290, 3.044], [0.174, 1.864, 3.386], [2.489, 1.880, 2.498], [1.451, 2.779, 1.404], [3.736, 1.787, -0.020], [2.224, 2.467, -0.580], [3.464, -0.208, -1.316], [3.395, 1.213, -2.368], [0.208, 0.587, -3.629], [1.624, 1.633, -3.627], [-0.479, 2.763, -2.909], [0.835, 2.908, -1.769], [-1.466, 3.496, -0.318], [0.164, 3.073, 0.163], [-2.425, 1.754, 1.087], [-1.396, 2.798, 2.045], [-2.482, 2.321, -2.104], [-2.738, 1.131, -0.807], [2.868, -1.447, -2.716], [1.830, -0.874, -4.016], [2.685, -0.254, 2.395], [3.852, -0.098, 1.081], [2.133, -1.924, 0.577], [1.454, -0.497, 4.964], [2.545, -0.269, 4.562]], "atomic_forces_ev_per_a": [[-0.06, 0.49, -0.32], [-0.06, 0.07, -0.01], [0.06, -0.17, -0.04], [0.11, -0.15, -0.07], [-0.06, 0.05, 0.07], [0.15, -0.06, 0.13], [-0.02, 0.04, -0.02], [0.02, -0.08, 0.00], [-0.02, 0.05, 0.09], [0.02, 0.08, 0.05], [0.04, -0.04, -0.08], [0.02, -0.17, -0.01], [0.01, -0.03, 0.01], [0.00, 0.04, 0.02], [-0.02, -0.07, 0.14], [0.00, 0.00, 0.02], [0.00, -0.01, -0.04], [-0.05, 0.06, 0.02], [0.02, -0.12, 0.00], [0.03, 0.02, -0.04], [-0.10, 0.03, -0.09], [-0.05, 0.03, 0.02], [0.00, 0.04, 0.01], [0.01, -0.01, 0.01], [-0.11, -0.09, -0.07], [-0.11, -0.09, -0.03], [0.09, -0.06, 0.10], [-0.04, -0.08, 0.00], [-0.08, 0.10, -0.08], [0.04, 0.00, -0.02], [-0.01, 0.00, 0.01], [-0.03, 0.00, -0.03], [0.01, 0.03, -0.02], [0.01, 0.00, -0.02], [-0.03, 0.01, 0.00], [0.00, 0.00, 0.00], [-0.01, -0.01, -0.01], [-0.01, 0.00, 0.01], [0.01, -0.01, -0.01], [0.00, 0.00, 0.00], [0.00, 0.01, 0.00], [0.00, 0.00, -0.01], [0.00, 0.00, 0.00], [-0.01, 0.00, 0.01], [0.00, 0.01, -0.01], [0.00, 0.00, -0.01], [0.00, 0.00, 0.01], [0.00, 0.00, 0.00], [0.00, 0.01, 0.00], [0.01, 0.00, -0.02], [-0.01, 0.02, 0.01], [0.05, 0.01, 0.02], [0.00, -0.04, -0.04], [0.12, 0.01, 0.28], [0.11, 0.11, 0.00], [-0.05, -0.01, 0.06]]}